No. 1
{
  "formula": "C14H27N2O9S2",
  "method": "ωB97M-V/def2-TZVPD",
  "symbols": ["C", "C", "N", "C", "C", "C", "C", "C", "C", "O", "N", "C", "C", "H", "H", "H", "H", "H", "H", "H", "H", "H", "H", "H", "H", "H", "H", "H", "H", "H", "H", "H", "C", "C", "O", "S", "O", "O", "O", "H", "H", "H", "H", "C", "C", "O", "S", "O", "O", "O", "H", "H", "H", "H"],
  "xyz": [[-3.216, -0.871, 1.444], [-2.291, -0.891, 2.644], [-0.912, -1.180, 2.249], [-0.332, -2.258, 2.560], [1.038, -2.377, 1.989], [1.015, -1.304, 0.848], [0.040, -0.343, 1.482], [-0.411, 0.895, 0.706], [0.505, 2.100, 0.920], [0.928, 2.636, -0.037], [0.831, 2.590, 2.201], [-0.209, 2.375, 3.209], [2.182, 2.175, 2.639], [-3.142, -1.805, 0.902], [-4.239, -0.737, 1.770], [-2.992, -0.075, 0.746], [-2.378, -0.008, 3.263], [-2.619, -1.718, 3.257], [-0.812, -3.015, 3.153], [1.883, -2.377, 2.659], [1.000, -3.342, 1.485], [0.731, -1.699, -0.112], [1.970, -0.803, 0.864], [0.655, 0.086, 2.274], [-1.417, 1.202, 0.962], [-0.364, 0.675, -0.348], [-0.471, 1.329, 3.388], [-1.106, 2.913, 2.927], [0.126, 2.819, 4.134], [2.529, 1.279, 2.127], [2.902, 2.957, 2.450], [2.163, 2.023, 3.708], [-3.457, -0.366, -4.317], [-2.775, 0.091, -3.045], [-3.494, -0.574, -1.995], [-4.004, -2.010, -2.523], [-3.083, -2.997, -2.088], [-5.389, -2.108, -2.268], [-3.768, -1.746, -4.083], [-4.390, 0.173, -4.487], [-2.817, -0.270, -5.190], [-2.821, 1.168, -2.910], [-1.734, -0.239, -3.012], [3.233, 1.246, -2.807], [4.578, 1.457, -2.146], [4.835, 0.220, -1.463], [4.205, -0.996, -2.299], [5.211, -1.591, -3.089], [3.394, -1.760, -1.419], [3.258, -0.119, -3.253], [2.415, 1.362, -2.092], [3.074, 1.912, -3.651], [4.572, 2.283, -1.441], [5.368, 1.612, -2.884]],
  "mulliken_charge": [-1.222, -0.484, 0.437, 0.073, -0.924, -0.623, 0.253, -0.231, -0.299, -0.524, 0.077, -0.876, -0.759, 0.322, 0.469, 0.313, 0.226, 0.434, 0.471, 0.383, 0.430, 0.394, 0.242, 0.017, 0.297, 0.227, 0.248, 0.316, 0.453, 0.196, 0.298, 0.353, -0.406, -0.322, -0.218, 1.087, -0.548, -0.527, -0.291, 0.313, 0.311, 0.361, 0.251, 0.047, -0.384, -0.313, 1.061, -0.544, -0.483, -0.312, -0.026, 0.312, 0.337, 0.303],
  "total_charge": 1,
  "lumo_energy_ev": -3.8,
  "homo_lumo_gap_ev": 8.67,
  "total_energy_ev": -58024.853,
  "e_homo_ev": -12.52
}

***

No. 2
{
  "formula": "C6H15ClNO",
  "method": "ωB97M-V/def2-TZVPD",
  "symbols": ["C", "C", "N", "C", "C", "O", "C", "C", "Cl", "H", "H", "H", "H", "H", "H", "H", "H", "H", "H", "H", "H", "H", "H", "H"],
  "xyz": [[2.075, -1.180, -0.766], [1.086, -0.337, -1.567], [-0.243, -0.103, -0.766], [-1.042, -1.314, -0.463], [-0.983, 0.826, -1.552], [0.283, 0.442, 0.404], [-0.571, 1.214, 1.495], [-0.005, 0.943, 2.921], [-2.247, 0.688, 1.505], [3.003, -0.688, -0.566], [1.725, -1.491, 0.161], [2.429, -2.134, -1.305], [0.769, -0.879, -2.451], [1.378, 0.750, -1.666], [-1.056, -1.895, -1.448], [-0.665, -2.079, 0.366], [-2.021, -1.096, -0.157], [-0.387, 1.674, -2.044], [-1.512, 0.372, -2.311], [-1.785, 1.278, -0.977], [-0.442, 2.381, 1.421], [-0.234, -0.029, 3.292], [-0.544, 1.569, 3.636], [0.986, 1.089, 2.838]],
  "mulliken_charge": [-1.084, -0.253, 0.032, -0.875, -0.783, -0.292, 0.379, -1.465, -0.140, 0.351, 0.317, 0.313, 0.396, 0.344, 0.373, 0.221, 0.513, 0.307, 0.431, 0.399, 0.292, 0.380, 0.397, 0.449],
  "total_charge": 1,
  "lumo_energy_ev": -2.5,
  "homo_lumo_gap_ev": 12.26,
  "total_energy_ev": -22515.117,
  "e_homo_ev": -14.78,
  "smiles": "CC[N+](C)(C)O[C@H](C)Cl"
}

***

No. 3
{
  "formula": "C7H7NS",
  "method": "ωB97M-V/def2-TZVPD",
  "symbols": ["C", "C", "C", "C", "N", "C", "C", "S", "C", "H", "H", "H", "H", "H", "H", "H"],
  "xyz": [[1.883, 1.914, 0.051], [1.086, 0.657, -0.030], [1.459, -0.895, -0.018], [0.327, -1.937, -0.021], [-0.766, -0.989, -0.046], [-2.167, -1.078, -0.022], [-2.775, 0.112, 0.124], [-1.668, 1.399, -0.044], [-0.239, 0.356, 0.010], [3.022, 1.627, -0.098], [1.819, 2.347, 0.990], [1.469, 2.457, -0.790], [2.560, -1.073, -0.013], [0.262, -2.983, -0.267], [-2.471, -2.112, -0.064], [-3.799, 0.197, 0.239]],
  "mulliken_charge": [-0.976, 0.491, -0.484, -0.642, 0.091, -0.335, -0.439, -0.231, 0.160, 0.266, 0.298, 0.308, 0.303, 0.332, 0.385, 0.473],
  "lumo_energy_ev": 0.9,
  "homo_lumo_gap_ev": 8.42,
  "total_energy_ev": -19694.591,
  "e_homo_ev": -7.56,
  "smiles": "Cc1ccn2ccsc12"
}

***

No. 4
{
  "formula": "C5H8ClNS",
  "method": "ωB97M-V/def2-TZVPD",
  "symbols": ["C", "C", "S", "N", "C", "C", "C", "Cl", "H", "H", "H", "H", "H", "H", "H", "H"],
  "xyz": [[1.585, 1.334, 0.019], [0.655, 0.192, 0.005], [1.808, -1.289, -0.146], [-0.545, 0.508, 0.183], [-1.731, -0.186, 0.155], [-1.633, -1.703, -0.014], [-2.849, 0.543, 0.237], [-4.422, -0.098, 0.003], [2.648, 1.186, 0.466], [1.265, 2.250, 0.462], [1.884, 1.768, -0.923], [2.740, -0.653, -0.912], [-0.653, -2.102, -0.186], [-2.166, -1.822, -1.005], [-2.071, -2.058, 0.941], [-2.660, 1.651, 0.447]],
  "mulliken_charge": [-1.521, 0.739, -0.293, -0.405, 0.319, -1.026, -0.103, -0.181, 0.358, 0.357, 0.375, 0.175, 0.283, 0.287, 0.270, 0.365],
  "lumo_energy_ev": 0.5,
  "homo_lumo_gap_ev": 9.18,
  "total_energy_ev": -30160.231,
  "e_homo_ev": -8.66,
  "smiles": "C/C(S)=N/C(C)=C/Cl"
}

***

No. 5
{
  "formula": "C17H39BO9",
  "method": "ωB97M-V/def2-TZVPD",
  "symbols": ["C", "C", "C", "O", "O", "C", "C", "B", "O", "H", "H", "H", "H", "H", "H", "H", "H", "H", "H", "H", "C", "O", "C", "C", "O", "C", "C", "O", "C", "H", "H", "H", "H", "H", "H", "H", "H", "H", "H", "H", "H", "H", "H", "C", "O", "C", "C", "O", "C", "C", "O", "C", "H", "H", "H", "H", "H", "H", "H", "H", "H", "H", "H", "H", "H", "H"],
  "xyz": [[5.469, -0.281, -0.373], [5.989, 1.186, -0.980], [4.906, 1.857, -2.012], [5.028, 1.499, -3.320], [3.859, 2.835, -1.682], [3.036, 2.417, -0.537], [1.402, 2.586, -0.831], [0.747, 1.123, -1.304], [0.068, 0.202, -0.370], [4.960, -0.039, 0.671], [4.620, -0.766, -1.054], [6.351, -1.034, -0.187], [6.952, 0.927, -1.636], [6.375, 1.909, -0.131], [3.259, 3.167, 0.355], [3.183, 1.308, -0.194], [0.918, 2.804, 0.235], [1.160, 3.409, -1.628], [0.853, 0.824, -2.446], [0.705, -0.103, 0.368], [-0.537, -6.403, 3.848], [-0.159, -5.885, 2.583], [-0.794, -4.639, 2.296], [-0.015, -3.874, 1.223], [1.149, -3.214, 1.736], [2.253, -4.067, 2.069], [2.971, -4.626, 0.839], [2.246, -5.734, 0.300], [2.563, -5.970, -1.063], [-1.610, -6.607, 3.873], [0.006, -7.337, 4.011], [-0.264, -5.704, 4.644], [-0.865, -4.027, 3.201], [-1.804, -4.859, 1.930], [-0.660, -3.073, 0.845], [0.233, -4.507, 0.369], [1.950, -4.855, 2.760], [2.960, -3.427, 2.608], [3.963, -4.990, 1.125], [3.076, -3.833, 0.084], [2.304, -5.097, -1.670], [1.965, -6.817, -1.411], [3.623, -6.210, -1.174], [-3.612, 6.780, -1.955], [-3.883, 5.705, -1.071], [-5.271, 5.600, -0.754], [-5.601, 4.193, -0.250], [-5.724, 3.232, -1.306], [-4.495, 2.827, -1.926], [-3.648, 1.914, -1.038], [-2.933, 2.685, -0.070], [-2.544, 1.909, 1.053], [-3.881, 7.733, -1.493], [-2.541, 6.781, -2.175], [-4.155, 6.647, -2.896], [-5.883, 5.826, -1.633], [-5.486, 6.332, 0.033], [-6.587, 4.228, 0.226], [-4.897, 3.855, 0.512], [-3.931, 3.689, -2.285], [-4.794, 2.253, -2.810], [-2.909, 1.388, -1.650], [-4.298, 1.180, -0.540], [-3.425, 1.503, 1.558], [-2.017, 2.562, 1.754], [-1.875, 1.101, 0.745]],
  "mulliken_charge": [-0.826, -0.317, 0.427, -0.536, -0.257, -0.026, -0.542, 0.340, -0.538, 0.214, 0.230, 0.321, 0.299, 0.298, 0.245, 0.000, 0.187, 0.247, -0.088, 0.287, -0.783, -0.239, -0.636, -0.308, -0.441, -0.429, -0.537, -0.268, -0.764, 0.320, 0.230, 0.330, 0.352, 0.426, 0.366, 0.180, 0.182, 0.407, 0.429, 0.311, 0.320, 0.235, 0.321, -0.796, -0.204, -0.600, -0.312, -0.479, -0.442, -0.534, -0.214, -0.777, 0.318, 0.232, 0.330, 0.361, 0.416, 0.394, 0.124, 0.186, 0.402, 0.389, 0.361, 0.392, 0.235, 0.249],
  "lumo_energy_ev": 0.2,
  "homo_lumo_gap_ev": 9.36,
  "total_energy_ev": -37358.518,
  "e_homo_ev": -9.14,
  "smiles": "CCC(=O)OCCBO.COCCOCCOC.COCCOCCOC"
}

***

No. 6
{
  "formula": "C2H3NO2",
  "method": "ωB97M-V/def2-TZVPD",
  "symbols": ["C", "C", "N", "O", "O", "H", "H", "H"],
  "xyz": [[-1.498, 0.402, 0.076], [-0.282, -0.404, -0.052], [2.185, -0.306, 0.080], [-2.568, -0.164, -0.054], [0.996, 0.173, -0.134], [-1.297, 1.418, 0.301], [-0.329, -1.531, 0.001], [2.792, 0.411, -0.218]],
  "mulliken_charge": [-0.001, -0.041, -0.430, -0.474, -0.052, 0.343, 0.389, 0.265],
  "lumo_energy_ev": [-0.5, -1.2],
  "homo_lumo_gap_ev": [8.87, 8.65],
  "total_energy_ev": -7702.547,
  "e_homo_ev": [-9.34, -9.83]
}